# 1
Density functional theory data (the ωB97M-V functional and the def2-TZVPD basis) for a molecular structure, C51H94F30N10O21S10.

The molecular weight comes out at 2073.97 g mol⁻¹. Its multiplicity is 1.

```
216
Properties=species:S:1:pos:R:3:forces:R:3
C 5.70371 2.74319 7.74243 -0.13 -0.03 0.37
C 5.33326 2.69335 6.25013 -0.46 1.79 -0.18
C 4.48790 3.98809 5.81843 0.04 -0.94 0.35
N 4.12537 4.10366 4.33887 -0.14 -0.14 -1.31
C 3.05762 3.04173 4.00948 1.21 0.80 0.21
C 5.34740 3.96163 3.40615 0.27 -0.07 0.39
C 5.01516 4.58401 2.04531 0.84 -1.36 0.95
C 3.94389 5.57253 2.37353 -1.04 0.59 -1.24
C 3.60595 5.47450 3.85090 1.24 -0.13 0.84
H 6.26202 1.83840 7.98271 -0.48 -0.35 0.10
H 4.82432 2.87746 8.37232 -0.17 -0.50 -0.01
H 6.37644 3.50062 8.14472 0.12 0.63 -0.90
H 4.71626 1.81128 6.07874 0.22 -0.01 -0.04
H 6.25667 2.61769 5.67595 -0.13 -0.05 -0.26
H 4.93664 4.91511 6.17530 0.27 -0.16 -0.44
H 3.50824 3.92528 6.29217 0.08 -0.01 0.27
H 2.91542 3.11204 2.93108 0.02 -0.52 0.03
H 2.11306 3.26454 4.50573 0.25 0.27 0.19
H 3.48505 2.12202 4.40891 -0.30 -0.23 -0.59
H 5.73054 2.94147 3.38202 -0.30 -0.05 0.08
H 6.12351 4.61503 3.80465 -0.07 -0.21 0.67
H 4.72607 3.80737 1.33724 -0.07 0.22 -0.11
H 5.92849 5.08347 1.72209 -0.10 -0.25 -0.37
H 3.13433 5.38110 1.66921 -0.34 0.38 0.49
H 4.34881 6.56462 2.17378 -0.45 0.15 0.04
H 2.58941 5.68401 4.18383 0.11 -0.25 -0.09
H 4.31601 6.17388 4.29224 -0.41 0.10 0.64
C -1.18447 -1.31085 -2.48032 1.02 0.66 0.46
C -0.61982 -0.43790 -1.30266 -0.30 -0.77 0.28
C 0.28138 -1.23516 -0.26674 -0.63 0.88 0.63
N 0.88761 -0.33500 0.86435 -0.08 1.62 -0.70
C 1.92785 0.60948 0.22132 0.28 -0.82 -0.38
C 1.45140 -1.07827 2.07862 0.39 1.16 -0.45
C 1.58912 0.05199 3.12768 1.38 -1.44 0.50
C 0.43178 0.92942 2.95056 -1.88 2.44 -1.04
C -0.12735 0.66408 1.55968 -0.20 -1.26 -1.41
H -1.88665 -2.07988 -2.15839 0.16 -0.04 0.15
H -0.36322 -1.73768 -3.05605 -0.02 -0.40 0.07
H -1.69995 -0.66408 -3.19029 -0.23 0.11 0.17
H -1.49111 0.01783 -0.83228 0.03 -0.27 0.59
H -0.10664 0.43697 -1.70185 0.44 -0.24 -0.15
H 1.07201 -1.81349 -0.74479 0.45 0.59 -0.17
H -0.25975 -2.00907 0.27764 -0.63 0.28 0.01
H 2.70210 -0.00245 -0.24148 0.08 -0.15 0.31
H 2.39850 1.32406 0.89656 -0.34 -0.51 0.35
H 1.51203 1.20795 -0.58926 -0.61 -0.29 0.29
H 2.45387 -1.43597 1.84364 -0.24 -0.53 -0.14
H 0.69033 -1.83054 2.28587 0.26 -0.10 0.29
H 2.52874 0.57898 2.96187 -0.04 -0.04 -0.53
H 1.78448 -0.29299 4.14302 -0.54 -0.49 0.04
H 0.68961 1.98835 2.96733 0.29 0.05 0.21
H -0.45228 0.87913 3.58618 0.56 -0.56 0.47
H -0.22765 1.44750 0.80848 0.06 0.42 0.58
H -1.10859 0.20343 1.67401 0.11 -0.44 -0.38
C -0.49413 6.45048 -4.70238 -0.62 -0.45 -0.16
C -0.23461 5.14372 -5.47867 0.83 -0.78 0.24
C -0.64019 3.82101 -4.76060 -0.32 0.23 -1.30
N -0.10885 2.45724 -5.48236 -1.19 0.87 0.99
C 1.44704 2.31082 -5.33274 -2.34 0.46 0.19
C -0.66885 2.31253 -6.91487 0.65 -0.70 0.93
C -2.10739 1.75629 -6.83404 0.24 0.40 0.99
C -2.26829 1.15830 -5.39279 1.99 -0.23 -0.31
C -0.81915 1.25469 -4.80009 -0.18 1.96 0.70
H -1.48587 6.48639 -4.25155 0.12 -0.31 0.38
H -0.53422 7.29157 -5.39451 0.54 -0.03 -0.08
H 0.28311 6.58007 -3.94925 -0.31 0.20 0.07
H 0.84978 5.08589 -5.57272 0.15 0.11 -0.39
H -0.65023 5.20669 -6.48436 -0.13 -0.14 0.03
H -1.72870 3.76931 -4.78448 -0.05 -0.43 -0.08
H -0.38542 3.88638 -3.70281 0.58 -0.62 -0.08
H 1.72429 1.32424 -5.70409 0.09 0.41 -0.57
H 1.63859 2.29943 -4.25977 -0.03 0.29 -0.05
H 1.82894 3.21892 -5.79922 0.52 -0.56 -0.09
H 0.00619 1.52128 -7.24098 -0.09 0.32 -0.88
H -0.65000 3.24378 -7.48102 0.58 -0.22 0.10
H -2.26437 1.01027 -7.61309 0.07 0.10 0.03
H -2.78068 2.59939 -6.98878 -0.27 -0.23 -0.01
H -2.45476 0.08439 -5.38570 -0.41 0.07 -0.25
H -2.99506 1.68160 -4.77146 0.12 -0.01 -0.11
H -0.16522 0.38761 -4.89312 -0.34 -0.08 -0.35
H -0.83581 1.60167 -3.76693 -0.06 -0.57 0.25
C -5.41837 -1.97000 -2.34769 0.12 -0.16 -0.33
C -5.89443 -1.07566 -3.46662 -0.12 0.60 -1.24
C -5.48455 -1.31786 -4.97678 1.50 0.93 1.39
C -5.90083 -2.64033 -5.54398 0.81 0.72 -0.42
N -5.20771 -2.97983 -6.91278 -1.30 -2.96 -1.13
C -5.16087 -1.87142 -7.96687 -0.08 -0.86 0.63
C -5.12779 -2.54807 -9.39507 -0.19 0.25 2.04
C -5.92658 -3.88251 -9.15622 -0.78 1.33 0.22
C -6.13725 -4.02844 -7.62627 1.05 0.24 -0.06
C -3.76225 -3.66185 -6.86780 -1.31 2.11 -0.70
H -4.33360 -2.00687 -2.24763 -0.01 0.09 0.02
H -5.77851 -2.98533 -2.51354 0.02 -0.16 0.13
H -5.84512 -1.61818 -1.40843 0.15 -0.04 0.00
H -5.64245 -0.02438 -3.32723 0.39 -0.02 0.41
H -6.98224 -1.02182 -3.42333 -0.27 -0.29 -0.19
H -4.42004 -1.16231 -5.15208 0.52 -0.32 0.69
H -5.83516 -0.40287 -5.45425 -0.84 -0.47 -0.66
H -6.97858 -2.48126 -5.57917 -0.19 -1.06 -1.01
H -5.64875 -3.47154 -4.88546 -0.04 0.08 -0.05
H -4.34877 -1.23589 -7.61374 0.02 0.25 -0.69
H -6.11901 -1.35943 -7.87788 0.10 0.19 0.14
H -4.10791 -2.71662 -9.74083 -0.17 0.02 -0.05
H -5.62895 -1.79643 -10.00498 0.08 -0.49 -0.47
H -5.53155 -4.72700 -9.72092 0.18 0.00 0.51
H -6.97107 -3.76316 -9.44414 0.19 0.09 -0.86
H -5.91907 -5.04997 -7.31486 0.08 0.25 0.48
H -7.15427 -3.76041 -7.34003 0.15 -0.10 -0.09
H -3.67676 -4.63749 -6.38933 -0.40 0.60 0.75
H -3.18233 -2.78964 -6.56605 0.79 -0.86 0.63
H -3.49877 -3.84611 -7.90930 -0.20 0.14 -0.05
C 1.20630 -4.59239 3.65027 -1.00 -0.86 0.59
C -0.36930 -4.46690 3.75699 1.22 0.07 -0.78
N -1.19169 -5.77235 3.99726 0.72 -0.30 0.68
C -0.82771 -6.35833 5.38912 -0.83 0.42 -1.04
C -2.71103 -5.41355 3.92520 1.58 -0.33 -0.74
C -3.32002 -4.83180 5.18702 -0.12 -0.35 -0.21
C -0.86572 -6.93498 2.97557 -0.07 2.38 -0.99
C -1.19153 -6.56399 1.46386 -0.16 -0.50 0.04
O -0.32864 -5.61361 0.82514 -1.01 0.16 0.28
C -0.92717 -5.10963 -0.38965 0.28 0.45 -0.03
H 1.54229 -5.25167 4.45062 0.20 -0.17 -0.02
H 1.75875 -3.67526 3.85464 -0.55 0.35 0.00
H 1.58689 -4.97169 2.70191 -0.40 -0.10 -0.05
H -0.76451 -4.05421 2.82877 -0.09 -0.05 0.09
H -0.59333 -3.75216 4.54886 -0.35 -0.33 0.13
H -1.53989 -7.11429 5.71990 -0.15 -0.21 -0.63
H -0.97282 -5.57036 6.12813 0.84 0.10 -0.16
H 0.14790 -6.83070 5.27447 0.02 0.51 0.49
H -3.11501 -6.36850 3.58909 -0.63 0.02 0.53
H -2.78458 -4.77424 3.04543 0.04 0.30 0.37
H -3.41584 -5.60859 5.94564 -0.16 0.11 0.07
H -4.31010 -4.47438 4.90401 -0.08 -0.09 0.10
H -2.82066 -3.97076 5.63127 0.30 -0.01 -0.33
H -1.48688 -7.74386 3.36022 0.21 -0.18 -0.46
H 0.20399 -7.12429 3.06490 -0.13 -0.13 0.18
H -2.25601 -6.34867 1.37104 -0.17 0.98 0.26
H -1.17702 -7.42755 0.79890 0.48 -0.87 0.56
H -1.82602 -4.51644 -0.22144 -0.22 -0.14 0.49
H -1.15038 -5.85956 -1.14852 0.01 -0.57 0.30
H -0.24379 -4.42353 -0.88998 0.42 -0.12 0.40
C 6.76659 -1.97128 5.18052 -1.23 -1.21 -0.16
F 7.75263 -1.48221 4.53976 1.60 1.06 -1.30
F 6.90907 -3.31634 5.15111 -0.59 0.42 0.18
F 6.83083 -1.55109 6.42163 -0.60 0.13 0.77
S 5.07294 -1.53053 4.35129 -2.28 -1.33 0.31
O 4.12337 -2.52919 4.82233 1.31 -0.03 -0.61
O 4.59863 -0.19620 4.71316 1.70 -0.78 -0.86
N 5.41332 -1.86456 2.70560 -1.25 -3.39 5.39
S 5.76788 -0.57974 2.08168 2.87 6.26 -2.86
O 4.57685 0.19736 1.74783 0.67 -0.11 -0.60
O 6.87138 0.21378 2.67644 -1.68 -1.22 -0.89
C 6.52536 -1.24647 0.45755 1.06 1.95 1.88
F 5.54419 -1.69914 -0.27244 0.23 -0.79 -0.86
F 7.08750 -0.12006 -0.19400 -0.55 -2.70 0.96
F 7.47198 -2.22156 0.78090 -1.61 1.94 -1.44
C 2.64914 4.00925 -1.68510 -0.79 0.15 0.27
F 2.83789 2.69853 -1.97614 -0.37 0.46 0.40
F 3.82082 4.52136 -1.34963 0.08 -0.09 0.74
F 2.30077 4.62341 -2.81467 -0.52 -0.01 -0.54
S 1.24378 4.38874 -0.33830 2.61 0.32 -0.99
O 1.68313 3.68844 0.83498 0.10 -0.02 0.20
O 1.26628 5.86694 -0.30361 -0.48 -3.00 -0.49
N 0.00207 3.48873 -1.04517 1.83 1.67 0.50
S -1.18850 4.47467 -0.76348 -3.46 1.84 1.68
O -1.29102 4.88756 0.65729 -0.05 -1.40 -2.45
O -1.34017 5.56917 -1.70057 -0.09 -0.94 -0.24
C -2.68005 3.27908 -1.13737 0.93 0.28 1.56
F -2.67177 2.72266 -2.35647 0.76 -0.61 0.01
F -2.67192 2.33256 -0.14862 -0.18 0.64 -1.48
F -3.80605 3.95324 -1.10019 -0.36 0.41 0.57
C 2.98103 -0.66642 -3.82627 0.93 -0.60 -1.26
F 3.85623 -1.12905 -2.92799 -1.02 -0.39 -0.33
F 1.92030 -0.15371 -3.25628 -0.80 0.24 0.87
F 3.62494 0.32948 -4.45125 -0.30 -0.29 -0.51
S 2.34746 -2.09549 -5.05387 0.25 -1.53 0.84
O 3.54305 -2.61366 -5.68683 -1.14 0.95 0.48
O 1.59559 -3.05264 -4.18587 1.17 2.75 -1.69
N 1.36584 -1.17823 -6.13475 2.20 -0.24 2.39
S 0.41049 -2.11368 -6.89173 -2.53 -2.84 -1.47
O 0.87178 -3.50680 -7.05933 -0.88 2.18 0.27
O -1.00187 -1.92239 -6.43713 1.82 -0.03 -1.19
C 0.48035 -1.48866 -8.75911 0.81 0.68 2.40
F 1.77401 -1.37636 -9.09098 -0.90 -0.05 -0.16
F -0.12934 -2.34449 -9.55064 -0.14 0.28 -0.11
F -0.09519 -0.24691 -8.83530 0.22 -0.97 -0.39
C -3.75311 -0.36647 5.78396 1.81 0.25 -0.20
F -3.59089 0.95784 6.09041 -0.18 -2.28 -0.28
F -3.03013 -1.17110 6.63965 -0.43 1.34 -1.10
F -4.98923 -0.73766 5.91127 -1.05 0.20 -0.07
S -3.09487 -0.62479 3.92736 -0.16 1.37 1.70
O -3.10655 0.72329 3.34834 -0.45 -2.28 0.62
O -1.79200 -1.24457 4.07909 -0.76 0.10 0.17
N -4.25378 -1.76247 3.30517 1.58 2.31 3.48
S -3.72188 -1.91533 1.89939 -0.91 -1.00 -5.25
O -4.04099 -0.81731 1.00186 0.36 -0.56 0.20
O -2.39292 -2.48015 1.72915 -0.20 -0.34 -0.04
C -4.92747 -3.28081 1.29905 3.51 1.67 0.52
F -4.74108 -4.35409 2.04123 0.16 -1.61 0.26
F -6.13171 -2.91796 1.41451 -3.16 0.90 0.03
F -4.65364 -3.53543 0.01694 0.10 -0.55 -0.24
C 2.51554 6.75229 7.48439 -0.05 -0.21 1.35
F 1.82264 7.12222 6.42253 -0.18 -0.29 -0.35
F 3.78164 6.52061 7.14568 0.17 -0.39 -0.60
F 2.58182 7.79075 8.32137 -0.51 -0.13 0.14
S 1.79365 5.24840 8.49284 3.01 1.03 2.42
O 3.00311 4.70570 9.21378 -2.66 1.50 -2.52
O 0.79792 5.86647 9.36802 1.08 -0.85 -1.88
N 1.24290 4.21992 7.26751 4.06 5.91 -1.25
S 0.49897 3.25320 8.07124 -6.72 -5.77 4.03
O 1.24863 2.58538 9.12722 -0.39 -0.05 -1.19
O -0.83786 3.71610 8.52419 2.03 -1.25 -1.48
C 0.25655 1.89208 6.69828 -1.15 2.43 0.40
F -0.40046 2.31588 5.54715 0.51 -0.31 1.48
F 1.43834 1.48175 6.29842 0.69 -0.85 -0.15
F -0.45792 0.94076 7.26690 0.10 -0.59 -0.40
```
Positions in Å, forces in eV/Å.

# 2
Density functional theory data (the ωB97M-V functional and the def2-TZVPD basis) for a molecular structure, C12H28Br12O8.

The molecular weight comes out at 1259.20 g mol⁻¹. Its multiplicity is 1.

```
60
Properties=species:S:1:pos:R:3:forces:R:3
C -2.24026 3.32996 -0.02951 -1.24 0.99 0.76
C -2.24958 3.54752 1.53524 -0.20 0.76 -1.23
O -0.97444 3.48964 2.14483 0.22 -0.83 0.49
O -1.79027 2.02384 -0.40719 1.72 0.81 -0.23
H -1.64599 4.12877 -0.48877 0.14 -0.29 -0.07
H -3.34315 3.53695 -0.38000 1.95 -0.78 0.56
H -2.86169 2.75221 1.89758 -0.69 -0.49 0.56
H -2.70251 4.54480 1.78903 0.11 -0.86 -0.46
H -1.03495 2.88637 2.91894 0.14 0.65 -0.79
H -0.77995 2.09829 -0.63706 -1.96 0.13 0.48
C -0.65095 0.38526 -3.48106 -0.10 0.84 -0.12
C -1.20274 0.74228 -4.82141 0.21 0.14 -0.54
O -0.32122 0.21900 -5.81790 1.84 0.39 2.97
O 0.68786 0.92449 -3.39699 -0.13 -0.21 -0.51
H -0.57571 -0.70159 -3.43570 -0.34 -0.04 0.60
H -1.34854 0.89173 -2.74837 1.13 -0.91 -0.22
H -1.26214 1.82414 -4.90134 0.01 0.28 -0.12
H -2.18155 0.32718 -4.95293 -0.69 -0.26 0.06
H -0.76386 0.09405 -6.59804 -1.67 -0.38 -2.95
H 1.09983 0.74016 -4.27786 -0.34 0.22 1.06
C 1.03782 1.05613 1.25440 1.61 0.07 -0.53
C 1.56376 1.10484 -0.12769 1.13 -0.31 -1.67
O 1.02554 2.22228 -0.85510 -0.52 -0.90 -1.26
O -0.16538 0.39862 1.26078 -1.73 -0.77 1.33
H 1.09118 2.09959 1.61421 -0.51 -0.44 0.39
H 1.73196 0.41222 1.80317 -0.02 0.26 0.33
H 1.34393 0.18844 -0.75148 0.21 0.55 1.05
H 2.65590 1.21854 -0.07011 -0.05 0.03 -0.14
H 0.99705 1.86103 -1.78725 0.07 0.90 0.79
H -0.89861 0.93247 0.94955 -0.36 0.58 -0.36
C 0.39810 -2.25178 4.51684 1.93 -0.03 0.28
C 0.44082 -0.76544 4.84238 -2.14 -0.25 0.44
O -0.79058 -0.14135 4.25063 1.99 -0.35 0.20
O 1.65904 -2.79535 5.09335 -1.23 -1.66 -1.23
H 0.45943 -2.35001 3.42295 -0.29 -0.07 0.48
H -0.47311 -2.75537 4.91414 -0.20 -0.12 0.12
H 1.32905 -0.42824 4.31474 0.18 0.69 0.56
H 0.41162 -0.61284 5.98741 0.28 0.09 -2.03
H -0.54197 0.04790 3.31942 -0.37 -0.19 0.49
H 1.74252 -3.74229 4.73940 -0.20 2.10 0.80
C -3.06146 -2.81578 -2.68787 0.75 -0.37 0.53
Br -3.83736 -4.52380 -2.30902 -0.26 -0.31 0.30
Br -3.74217 -1.40404 -1.58974 0.00 0.03 0.00
Br -3.23541 -2.46289 -4.54282 0.08 0.27 -0.54
H -2.00070 -2.96485 -2.44173 -0.49 0.45 -0.24
C 1.73157 -3.86522 -3.57242 -0.68 0.08 0.38
Br 0.07302 -4.64545 -2.95717 -0.13 -0.55 0.55
Br 2.74228 -3.08225 -2.13378 -0.10 -0.03 -0.13
Br 1.13593 -2.57173 -4.86577 0.73 0.07 -0.28
H 2.29345 -4.71275 -3.94347 0.13 0.38 -0.47
C -0.08843 -4.20151 0.94633 0.12 -1.05 1.31
Br -1.58105 -5.24879 1.63707 -0.05 0.26 -0.48
Br 1.40571 -4.60692 2.14147 0.36 -0.06 -0.31
Br -0.40421 -2.36609 0.89814 -0.20 0.68 -0.42
H 0.22028 -4.58480 -0.00105 -0.12 -0.15 -0.53
C 4.06067 4.22174 2.59038 -1.89 -1.17 -0.16
Br 4.33860 2.30446 2.79083 0.30 0.32 0.36
Br 2.57557 4.78895 3.72302 0.12 -0.08 -0.21
Br 3.63717 4.47572 0.72603 0.26 0.49 0.24
H 4.86029 4.78161 2.98833 1.15 0.36 -0.24
```
Positions in Å, forces in eV/Å.

| no. | HOMO level (eV) |
| --- | --- |
| 1 | -8.09 |
| 2 | -9.96 |